# 1
The following is a DFT calculation (ωB97M-V with the def2-TZVPD basis set) of a molecular structure, C43H64As3NO5SSi2TeW.

XYZ file:
```
121
Properties=species:S:1:pos:R:3:lowdin_charge:R:1
W -1.829 0.707 -0.375 1.18
O -2.931 2.168 -1.653 -0.21
C -3.382 1.576 -2.897 -0.13
C -2.274 0.719 -3.467 -0.10
N -1.799 -0.289 -2.470 -0.23
C -2.688 -1.459 -2.450 -0.06
C -3.832 -1.200 -1.495 -0.57
O -4.895 -1.732 -1.541 0.17
O -3.487 -0.314 -0.533 -0.33
C -0.381 -0.646 -2.722 -0.08
C 0.364 0.615 -2.350 -0.65
O 1.004 1.289 -3.107 0.08
O -0.083 1.108 -1.168 -0.39
H -2.378 2.949 -1.798 0.10
H -3.672 2.362 -3.593 0.15
H -4.274 1.009 -2.638 0.13
H -1.430 1.352 -3.746 0.13
H -2.617 0.213 -4.373 0.15
H -2.139 -2.315 -2.053 0.12
H -3.065 -1.718 -3.439 0.15
H -0.184 -0.923 -3.757 0.16
H -0.114 -1.462 -2.050 0.11
C -2.763 -1.530 2.361 -0.38
C -3.033 -0.232 3.095 -0.38
As -3.399 1.218 1.844 1.22
C -3.340 2.740 3.029 -0.41
C -2.254 2.898 3.887 -0.16
C -2.229 3.958 4.779 -0.07
C -3.280 4.867 4.808 -0.06
C -4.357 4.712 3.950 -0.06
C -4.393 3.645 3.061 -0.09
C -5.249 1.056 1.349 -0.39
C -6.098 0.161 1.986 -0.08
C -7.423 0.060 1.582 -0.05
C -7.899 0.855 0.551 -0.05
C -7.051 1.757 -0.081 -0.06
C -5.726 1.854 0.312 -0.13
As -1.244 -1.346 1.143 1.25
C 0.279 -1.190 2.297 -0.38
C 0.472 -2.110 3.325 -0.10
C 1.566 -1.979 4.166 -0.05
C 2.470 -0.941 3.974 -0.05
C 2.281 -0.031 2.946 -0.07
C 1.178 -0.147 2.109 -0.14
C -1.178 -3.173 0.504 -0.36
C -2.349 -3.764 0.026 -0.12
C -2.345 -5.088 -0.387 -0.05
C -1.175 -5.834 -0.312 -0.05
C -0.019 -5.258 0.191 -0.05
C -0.019 -3.931 0.604 -0.11
H -3.616 -1.833 1.753 0.07
H -2.525 -2.348 3.041 0.09
H -2.157 0.088 3.663 0.07
H -3.858 -0.313 3.801 0.09
H -1.420 2.206 3.862 0.09
H -1.393 4.071 5.457 0.11
H -3.261 5.692 5.508 0.11
H -5.180 5.413 3.978 0.11
H -5.250 3.520 2.412 0.10
H -5.746 -0.464 2.796 0.10
H -8.082 -0.639 2.077 0.12
H -8.932 0.776 0.240 0.12
H -7.427 2.387 -0.877 0.11
H -5.066 2.558 -0.182 0.10
H -0.216 -2.935 3.467 0.11
H 1.719 -2.691 4.966 0.12
H 3.328 -0.848 4.626 0.12
H 3.001 0.763 2.793 0.10
H 1.019 0.562 1.305 0.04
H -3.284 -3.218 -0.004 0.09
H -3.258 -5.538 -0.752 0.12
H -1.172 -6.869 -0.627 0.12
H 0.888 -5.844 0.271 0.11
H 0.882 -3.503 1.024 0.09
C 2.326 2.800 0.483 -0.24
As 0.746 3.787 0.050 0.84
C 0.839 5.441 1.015 -0.24
C 0.815 4.233 -1.811 -0.21
S -1.098 2.916 0.777 0.28
H 3.193 3.424 0.264 0.06
H 2.363 1.893 -0.113 -0.04
H 2.302 2.556 1.543 0.03
H 1.783 5.935 0.788 0.05
H 0.769 5.235 2.080 0.05
H 0.005 6.072 0.713 0.05
H 1.667 4.895 -1.963 0.06
H -0.100 4.758 -2.085 0.05
H 0.930 3.327 -2.403 0.01
C 4.406 -3.124 1.435 -0.18
Si 4.442 -3.708 -0.343 0.38
C 6.015 -3.183 -1.196 -0.17
C 4.231 -5.566 -0.407 -0.17
C 2.977 -2.914 -1.228 -0.56
Te 3.042 -0.771 -1.183 1.29
C 3.977 -0.502 -3.081 -0.56
Si 5.193 0.940 -3.140 0.39
C 6.462 0.779 -1.782 -0.19
C 6.009 0.900 -4.815 -0.17
C 4.194 2.514 -2.915 -0.18
H 5.300 -3.457 1.969 0.04
H 3.538 -3.524 1.968 0.02
H 4.370 -2.034 1.498 0.00
H 6.878 -3.668 -0.736 0.04
H 6.165 -2.103 -1.120 0.01
H 6.011 -3.456 -2.254 0.04
H 5.174 -6.072 -0.191 0.04
H 3.895 -5.905 -1.389 0.04
H 3.507 -5.905 0.338 0.02
H 2.034 -3.209 -0.773 -0.04
H 2.916 -3.189 -2.283 0.02
H 3.188 -0.358 -3.822 0.01
H 4.486 -1.443 -3.304 0.01
H 7.153 -0.041 -1.988 0.03
H 6.005 0.598 -0.806 0.01
H 7.056 1.693 -1.709 0.04
H 6.618 0.002 -4.930 0.04
H 6.664 1.763 -4.954 0.04
H 5.271 0.914 -5.620 0.04
H 3.512 2.432 -2.063 -0.01
H 3.593 2.724 -3.802 0.04
H 4.849 3.371 -2.739 0.04
```

The molecular weight comes out at 1299.4 g mol⁻¹. As for the energy above the lowest of the compared OMol25 structures with the same formula, charge and spin: 0.000 eV. For the electronic energy, the calculation gives -10127.1330 hartree. As for the LUMO energy (spin up / spin down): -5.95 / -5.92 eV. The HOMO-LUMO gap (spin up / spin down) comes out at 5.920 / 5.954 eV. As for the charge: +2.

# 2
The following is a DFT calculation (ωB97M-V with the def2-TZVPD basis set) of 6 unconnected molecules or ions with the total composition C43H64N2O18S2.

XYZ file:
```
129
Properties=species:S:1:pos:R:3:lowdin_charge:R:1
C 0.971 -1.445 1.766 -0.14
N 1.369 -0.117 2.320 -0.11
C 0.389 0.884 1.786 -0.16
C 1.081 2.275 1.488 -0.21
O 0.652 3.195 2.540 -0.02
C 0.070 4.388 2.084 -0.40
O 0.057 5.430 2.661 0.14
C -0.500 4.007 0.648 -0.32
C -0.524 5.206 -0.371 -0.02
C -1.884 3.342 1.001 -0.10
C -2.783 2.975 -0.239 -0.26
C -4.318 3.140 0.143 -0.48
S -5.262 2.280 -1.174 0.82
C -7.010 2.892 -1.146 -1.03
S -7.328 4.337 -1.863 0.67
N -7.949 2.027 -0.518 -0.20
C -9.238 2.682 -0.221 -0.18
C -10.241 1.503 0.205 -0.19
O -9.576 0.371 0.749 -0.15
C -8.722 -0.280 -0.207 -0.15
C -8.203 0.796 -1.284 -0.17
C 0.719 3.098 0.197 -0.19
C 0.423 2.363 -1.155 -0.09
C 1.543 1.387 -1.636 -0.17
C 1.245 0.606 -2.851 -0.04
C 2.204 -0.363 -3.357 -0.05
C 3.459 -0.548 -2.644 -0.24
C 4.534 -1.614 -3.101 -0.07
C 3.813 0.235 -1.461 -0.02
C 2.824 1.198 -0.984 -0.02
H 1.157 -1.404 0.656 0.09
H 1.582 -2.272 2.222 0.08
H -0.106 -1.691 1.986 0.08
H 1.161 -0.195 3.322 0.09
H -0.374 1.059 2.603 0.13
H -0.189 0.474 0.910 0.08
H 2.155 2.096 1.735 0.13
H 0.529 5.563 -0.487 0.10
H -0.936 4.897 -1.360 0.07
H -1.179 6.010 0.069 0.10
H -2.460 4.117 1.590 0.14
H -1.809 2.439 1.654 0.12
H -2.670 1.895 -0.532 0.07
H -2.577 3.590 -1.152 0.11
H -4.458 2.668 1.156 0.09
H -4.579 4.224 0.271 0.09
H -9.722 3.186 -1.095 0.10
H -9.093 3.367 0.659 0.13
H -10.953 1.907 0.973 0.13
H -10.887 1.240 -0.686 0.12
H -7.793 -0.578 0.360 0.13
H -9.156 -1.191 -0.679 0.10
H -7.261 0.397 -1.743 0.11
H -8.958 0.928 -2.112 0.13
H 1.612 3.784 0.110 0.16
H -0.509 1.759 -1.042 0.09
H 0.257 3.121 -1.968 0.13
H 0.276 0.750 -3.394 0.11
H 1.976 -0.983 -4.255 0.10
H 4.498 -2.474 -2.382 0.08
H 5.515 -1.074 -3.060 0.08
H 4.246 -1.910 -4.142 0.07
H 4.762 0.113 -0.904 0.09
H 3.092 1.793 -0.084 0.09
C 7.280 -2.131 4.033 -0.02
C 6.996 -1.362 2.763 -0.33
C 5.569 -0.918 2.630 -0.09
O 5.399 -0.866 1.215 0.05
C 6.273 -1.758 0.677 -0.53
O 6.260 -2.106 -0.466 0.12
O 7.158 -2.201 1.608 0.09
H 8.341 -2.380 4.094 0.09
H 7.011 -1.550 4.915 0.08
H 6.734 -3.077 4.048 0.09
H 7.684 -0.524 2.669 0.13
H 5.395 0.061 3.078 0.14
H 4.848 -1.631 3.042 0.14
C -1.715 -3.057 -3.577 -0.02
C -1.660 -2.757 -2.097 -0.33
C -2.997 -2.820 -1.413 -0.10
O -2.825 -1.907 -0.328 0.08
C -1.889 -1.006 -0.720 -0.51
O -1.641 0.007 -0.135 0.10
O -1.271 -1.401 -1.860 0.09
H -0.710 -3.043 -4.002 0.09
H -2.158 -4.036 -3.765 0.09
H -2.290 -2.296 -4.110 0.09
H -0.929 -3.409 -1.608 0.16
H -3.230 -3.819 -1.044 0.14
H -3.824 -2.469 -2.036 0.14
C 5.308 3.491 6.464 -0.02
C 6.079 2.192 6.411 -0.34
C 7.375 2.220 7.173 -0.10
O 8.165 1.263 6.465 0.07
C 7.700 1.235 5.189 -0.53
O 8.250 0.691 4.282 0.15
O 6.526 1.912 5.079 0.09
H 4.358 3.388 5.936 0.09
H 5.101 3.784 7.494 0.09
H 5.857 4.293 5.968 0.09
H 5.443 1.362 6.735 0.16
H 7.251 1.924 8.214 0.14
H 7.882 3.188 7.135 0.14
C 8.837 -2.761 -1.189 -0.03
C 10.011 -3.070 -2.091 -0.33
C 10.349 -1.962 -3.049 -0.11
O 10.934 -2.671 -4.141 0.06
C 10.399 -3.924 -4.130 -0.55
O 10.520 -4.714 -5.012 0.16
O 9.706 -4.150 -2.981 0.09
H 8.675 -3.581 -0.487 0.09
H 9.006 -1.846 -0.619 0.10
H 7.919 -2.658 -1.763 0.08
H 10.881 -3.361 -1.493 0.16
H 11.059 -1.250 -2.627 0.14
H 9.473 -1.419 -3.414 0.14
C -13.201 -3.548 -3.075 -0.02
C -11.759 -3.466 -3.522 -0.34
C -10.825 -4.335 -2.727 -0.10
O -9.588 -3.630 -2.835 0.07
C -9.897 -2.319 -3.025 -0.54
O -9.110 -1.427 -2.964 0.15
O -11.222 -2.160 -3.288 0.09
H -13.833 -2.936 -3.721 0.09
H -13.566 -4.576 -3.107 0.09
H -13.320 -3.158 -2.062 0.09
H -11.685 -3.675 -4.594 0.16
H -10.735 -5.339 -3.143 0.14
H -11.093 -4.410 -1.669 0.14
```

The molecular weight comes out at 961.1 g mol⁻¹. For the electronic energy, the calculation gives -3937.0648 hartree. Its SMILES is CNC[C@@H]1OC(=O)[C@](C)(CCCSC(=S)N2CCOCC2)[C@@H]1Cc1ccc(C)cc1.C[C@@H]1COC(=O)O1.C[C@@H]1COC(=O)O1.C[C@@H]1COC(=O)O1.C[C@@H]1COC(=O)O1.C[C@@H]1COC(=O)O1. As for the LUMO energy: 0.07 eV. The HOMO-LUMO gap comes out at 8.088 eV.

- Among the records above, which one has the lowest electronic energy?
  C43H64As3NO5SSi2TeW

- What is the electronic energy in the second record?
  -3937.0648 hartree